No. 1
{
  "formula": "C58H67N12O2",
  "method": "ωB97M-V with the def2-TZVPD basis set",
  "elements": ["C", "O", "C", "N", "C", "C", "C", "C", "N", "C", "C", "O", "H", "H", "H", "H", "H", "H", "H", "H", "H", "H", "H", "H", "H", "H", "H", "H", "H", "N", "C", "C", "C", "C", "C", "H", "H", "H", "H", "H", "N", "C", "C", "C", "C", "C", "H", "H", "H", "H", "H", "N", "C", "C", "C", "C", "C", "H", "H", "H", "H", "H", "N", "C", "C", "C", "C", "C", "H", "H", "H", "H", "H", "N", "C", "C", "C", "C", "C", "H", "H", "H", "H", "H", "N", "C", "C", "C", "C", "C", "H", "H", "H", "H", "H", "N", "C", "C", "C", "C", "C", "H", "H", "H", "H", "H", "N", "C", "C", "C", "C", "C", "H", "H", "H", "H", "H", "N", "C", "C", "C", "C", "C", "H", "H", "H", "H", "H", "N", "C", "C", "C", "C", "C", "H", "H", "H", "H", "H"],
  "xyz": [[-4.88, 0.68, -4.01], [-3.64, 0.13, -4.36], [-2.67, 0.24, -3.28], [-1.46, -0.36, -3.61], [-0.40, 0.24, -2.89], [-0.41, 0.06, -1.35], [0.76, 0.78, -0.64], [0.42, 1.35, 0.74], [0.83, 2.76, 0.95], [0.09, 3.80, 0.37], [-0.95, 3.46, -0.65], [0.33, 4.95, 0.71], [-5.16, 1.44, -4.76], [-5.66, -0.10, -3.99], [-4.86, 1.17, -3.03], [-3.20, -0.20, -2.38], [-2.56, 1.35, -3.06], [0.56, -0.20, -3.23], [-0.31, 1.35, -3.10], [-0.30, -1.02, -1.20], [-1.37, 0.35, -0.91], [1.07, 1.60, -1.31], [1.60, 0.10, -0.55], [-0.65, 1.22, 0.99], [0.98, 0.78, 1.48], [0.83, 2.97, 1.94], [-0.51, 2.91, -1.49], [-1.75, 2.84, -0.24], [-1.37, 4.39, -1.05], [-6.65, -0.37, -1.24], [-7.40, 0.66, -0.83], [-7.81, 0.83, 0.49], [-7.42, -0.12, 1.42], [-6.65, -1.19, 1.01], [-6.29, -1.27, -0.33], [-7.67, 1.38, -1.59], [-8.41, 1.68, 0.77], [-7.72, -0.02, 2.46], [-6.32, -1.95, 1.70], [-5.68, -2.08, -0.70], [3.81, 0.28, 0.72], [4.65, 1.25, 0.37], [6.01, 1.22, 0.65], [6.52, 0.13, 1.34], [5.66, -0.89, 1.71], [4.32, -0.76, 1.38], [4.21, 2.08, -0.17], [6.65, 2.04, 0.34], [7.57, 0.07, 1.58], [6.01, -1.77, 2.23], [3.61, -1.54, 1.64], [5.38, -4.12, 0.02], [4.94, -3.38, -1.00], [5.13, -3.71, -2.33], [5.81, -4.88, -2.64], [6.27, -5.66, -1.59], [6.03, -5.24, -0.29], [4.41, -2.47, -0.72], [4.74, -3.06, -3.11], [5.96, -5.17, -3.67], [6.80, -6.59, -1.78], [6.38, -5.84, 0.55], [-1.89, 8.48, -0.60], [-0.96, 7.72, -0.01], [-0.01, 8.22, 0.87], [-0.03, 9.57, 1.16], [-0.99, 10.37, 0.56], [-1.89, 9.78, -0.31], [-0.96, 6.67, -0.25], [0.71, 7.55, 1.31], [0.70, 10.00, 1.84], [-1.04, 11.44, 0.76], [-2.66, 10.37, -0.79], [7.10, 1.02, 4.64], [8.11, 0.59, 5.40], [8.83, 1.40, 6.26], [8.48, 2.74, 6.34], [7.43, 3.21, 5.56], [6.78, 2.31, 4.73], [8.35, -0.47, 5.30], [9.64, 0.99, 6.85], [9.02, 3.41, 7.00], [7.13, 4.24, 5.59], [5.95, 2.63, 4.11], [-5.67, 0.76, 4.08], [-4.77, 1.51, 3.44], [-3.46, 1.66, 3.86], [-3.05, 1.01, 5.01], [-3.97, 0.23, 5.69], [-5.26, 0.13, 5.18], [-5.13, 2.00, 2.54], [-2.78, 2.29, 3.29], [-2.04, 1.10, 5.37], [-3.70, -0.31, 6.59], [-6.01, -0.48, 5.68], [5.29, -6.76, -5.38], [4.51, -6.07, -6.21], [3.45, -6.64, -6.92], [3.20, -7.99, -6.75], [4.01, -8.72, -5.90], [5.04, -8.06, -5.23], [4.73, -5.02, -6.31], [2.85, -6.03, -7.57], [2.39, -8.47, -7.29], [3.85, -9.78, -5.74], [5.68, -8.59, -4.54], [0.28, -8.65, -8.91], [-0.16, -7.43, -8.61], [-1.48, -7.04, -8.70], [-2.41, -7.96, -9.14], [-1.98, -9.24, -9.46], [-0.63, -9.53, -9.32], [0.60, -6.73, -8.27], [-1.77, -6.03, -8.44], [-3.46, -7.69, -9.23], [-2.67, -10.00, -9.80], [-0.26, -10.52, -9.56], [-8.50, 4.15, 1.79], [-7.60, 3.92, 2.74], [-6.93, 4.92, 3.43], [-7.21, 6.24, 3.11], [-8.15, 6.50, 2.12], [-8.77, 5.42, 1.50], [-7.40, 2.87, 2.96], [-6.21, 4.67, 4.19], [-6.71, 7.05, 3.62], [-8.40, 7.51, 1.84], [-9.50, 5.59, 0.72], [-0.20, -0.65, 5.59], [0.71, 0.18, 5.08], [2.02, 0.27, 5.54], [2.40, -0.55, 6.58], [1.47, -1.42, 7.13], [0.19, -1.43, 6.59], [0.37, 0.81, 4.26], [2.71, 0.96, 5.08], [3.41, -0.51, 6.97], [1.73, -2.08, 7.94], [-0.57, -2.10, 6.99]],
  "orbital_gap_ev": 3.506,
  "homo_ev": -1.723,
  "charge": -1,
  "e_lumo_ev": 1.78
}



No. 2
{
  "formula": "C37H56AsGeN2OS4W",
  "method": "ωB97M-V with the def2-TZVPD basis set",
  "elements": ["W", "C", "C", "S", "C", "C", "S", "C", "C", "S", "H", "H", "H", "H", "H", "H", "H", "H", "H", "H", "H", "H", "C", "Ge", "C", "C", "C", "H", "H", "H", "H", "H", "H", "H", "H", "H", "H", "H", "C", "N", "C", "C", "N", "H", "H", "H", "H", "H", "H", "C", "C", "C", "C", "C", "C", "As", "C", "C", "C", "C", "C", "C", "C", "C", "C", "C", "C", "C", "H", "H", "H", "H", "H", "H", "H", "H", "H", "H", "H", "H", "H", "C", "C", "C", "S", "O", "C", "C", "C", "H", "H", "H", "H", "H", "H", "H", "H", "H", "H", "H", "H", "H", "H"],
  "xyz": [[10.26, 11.54, 11.80], [10.23, 15.30, 12.23], [10.30, 14.72, 13.63], [9.77, 13.02, 13.88], [7.95, 12.98, 13.91], [7.27, 13.30, 12.60], [7.74, 12.08, 11.34], [7.86, 13.07, 9.80], [8.69, 14.37, 9.97], [10.20, 14.09, 10.90], [11.07, 16.02, 12.04], [9.32, 15.89, 12.17], [9.68, 15.27, 14.32], [11.37, 14.68, 14.07], [7.64, 13.64, 14.72], [7.73, 12.00, 14.29], [7.66, 14.30, 12.28], [6.18, 13.36, 12.75], [6.83, 13.35, 9.51], [8.37, 12.50, 9.03], [8.11, 15.26, 10.32], [9.11, 14.67, 9.02], [13.03, 8.09, 12.25], [13.54, 9.81, 13.02], [13.73, 9.52, 14.96], [15.29, 10.13, 12.25], [12.11, 11.25, 12.88], [12.77, 7.44, 13.07], [13.94, 7.56, 11.84], [12.25, 8.01, 11.52], [13.37, 8.54, 15.27], [13.38, 10.28, 15.65], [14.85, 9.35, 15.12], [15.34, 10.00, 11.22], [15.74, 9.21, 12.77], [15.88, 11.03, 12.55], [12.83, 12.01, 12.55], [11.96, 11.52, 13.87], [8.57, 7.78, 8.22], [9.51, 7.80, 9.40], [9.97, 6.49, 9.99], [9.57, 8.86, 10.11], [9.80, 9.87, 10.64], [7.62, 7.45, 8.57], [8.92, 7.04, 7.48], [8.45, 8.75, 7.66], [10.56, 5.81, 9.27], [9.08, 5.98, 10.51], [10.64, 6.77, 10.84], [15.28, 8.78, 8.29], [15.61, 10.10, 8.37], [14.67, 11.01, 8.89], [13.36, 10.60, 9.23], [13.09, 9.23, 9.05], [14.03, 8.32, 8.62], [12.15, 11.96, 9.86], [11.48, 12.53, 8.11], [10.62, 11.84, 7.25], [10.53, 12.30, 5.91], [11.28, 13.44, 5.54], [12.12, 14.14, 6.40], [12.26, 13.63, 7.72], [13.03, 14.26, 8.78], [13.49, 15.58, 8.79], [13.95, 16.23, 9.92], [14.06, 15.46, 11.09], [13.68, 14.19, 11.19], [13.11, 13.63, 10.03], [16.04, 8.10, 8.01], [16.63, 10.46, 8.20], [15.01, 12.01, 9.08], [12.00, 8.90, 9.24], [13.79, 7.31, 8.59], [10.15, 10.99, 7.66], [10.00, 11.76, 5.18], [11.24, 13.74, 4.48], [12.71, 14.95, 5.96], [13.37, 16.11, 7.82], [14.22, 17.27, 9.95], [14.58, 15.91, 11.95], [13.72, 13.57, 12.05], [10.33, 9.82, 17.82], [10.03, 10.09, 16.40], [9.60, 8.79, 15.64], [9.84, 8.86, 13.88], [9.48, 10.26, 13.33], [8.38, 7.85, 13.38], [7.93, 6.68, 14.36], [7.54, 5.35, 13.69], [10.41, 10.69, 18.48], [11.23, 9.16, 17.87], [9.57, 9.21, 18.28], [10.95, 10.55, 15.93], [9.23, 10.80, 16.35], [8.58, 8.41, 15.90], [10.28, 7.94, 15.87], [8.60, 7.41, 12.43], [7.62, 8.61, 13.25], [7.08, 7.02, 14.86], [8.66, 6.39, 15.11], [7.12, 5.42, 12.69], [6.87, 4.90, 14.39], [8.40, 4.76, 13.62]],
  "s2": 2.0235,
  "relative_energy_kj_mol": 0.0,
  "orbital_gap_ev": [7.046, 6.598],
  "spin_multiplicity": 3,
  "homo_ev": [-15.415, -15.421],
  "charge": 3,
  "e_lumo_ev": [-8.37, -8.82]
}